[1]
Here is 10 unconnected molecules or ions with the total composition C39H79NO21S7 at a distorted geometry from the Open Molecules 2025 dataset. Energies are from the ωB97M-V functional and the def2-TZVPD basis.

Calculated values
LUMO level	0.002	Eh
SMILES	O=S1(=O)CCCC1.O=S1(=O)CCCC1.O=S1(=O)CCCC1.O=S1(=O)CCCC1.O=S1(=O)CCCC1.O=S1(=O)CCCC1.O=S1(=O)CCCC1.CCOC(=O)OC.CCOC(=O)OC.CNC(C)=O
strongest force on any atom	6.26	eV/Å
total charge	0
frontier orbital gap	9.6	eV

Atoms and positions in Å:
O (4.31803, 2.90403, -4.91454)
S (3.39479, 3.88164, -5.59127)
O (2.30567, 3.50926, -6.49298)
C (2.64903, 5.05874, -4.37728)
C (3.72037, 6.17658, -4.17106)
C (4.19942, 6.53409, -5.62357)
C (4.50868, 5.19310, -6.30864)
H (2.30224, 4.46493, -3.53157)
H (1.89268, 5.58164, -4.96259)
H (3.36477, 6.98388, -3.53081)
H (4.58795, 5.81321, -3.62027)
H (5.11668, 7.12167, -5.58507)
H (3.40481, 7.03158, -6.17964)
H (5.51041, 4.84084, -6.06257)
H (4.60423, 5.09131, -7.38967)
O (5.94177, -5.52518, 0.53208)
S (4.83738, -6.41356, 0.60508)
O (4.66601, -7.40708, 1.63680)
C (3.26759, -5.52672, 0.57459)
C (2.46131, -6.25439, -0.55762)
C (3.44521, -6.56327, -1.67266)
C (4.58327, -7.28644, -0.94491)
H (3.42727, -4.56685, 0.08342)
H (2.89172, -5.22380, 1.55186)
H (2.21080, -7.27914, -0.28329)
H (1.57443, -5.65892, -0.77425)
H (3.68979, -5.57376, -2.05884)
H (2.90172, -7.25114, -2.32040)
H (5.56242, -7.43623, -1.39980)
H (4.30469, -8.30799, -0.68619)
O (9.75289, 4.49358, -2.35032)
S (10.58530, 3.59522, -1.46470)
O (12.02739, 3.59007, -1.53383)
C (10.14836, 4.13745, 0.21878)
C (9.76651, 2.88382, 0.93483)
C (9.03164, 1.94109, -0.00289)
C (9.87337, 1.86846, -1.31825)
H (9.42061, 4.88514, -0.09656)
H (11.05973, 4.58923, 0.61045)
H (10.64072, 2.37324, 1.33879)
H (9.25010, 3.13122, 1.86230)
H (8.01206, 2.31241, -0.10618)
H (8.95316, 0.95441, 0.45362)
H (9.38278, 1.59141, -2.25134)
H (10.74247, 1.22515, -1.18068)
O (-5.18286, -7.25949, -9.33445)
S (-4.31286, -6.67734, -10.29770)
O (-4.48219, -6.95267, -11.73214)
C (-4.21611, -4.79037, -9.97092)
C (-2.73861, -4.33626, -9.98393)
C (-1.86595, -5.64141, -10.26679)
C (-2.56389, -6.89230, -9.79821)
H (-4.61913, -4.68188, -8.96399)
H (-4.94822, -4.28249, -10.59875)
H (-2.48392, -3.50406, -10.64019)
H (-2.56762, -3.99025, -8.96456)
H (-0.86994, -5.45800, -9.86377)
H (-1.66035, -5.70890, -11.33509)
H (-2.50645, -6.88348, -8.70976)
H (-2.16310, -7.82539, -10.19421)
O (0.44081, 6.53740, 7.28452)
S (-0.06371, 7.85036, 6.84595)
O (0.54810, 9.07104, 7.27805)
C (-0.04295, 7.77623, 4.98177)
C (-1.43214, 7.37277, 4.62043)
C (-2.34909, 8.12959, 5.53027)
C (-1.90472, 7.93022, 6.94877)
H (0.80146, 7.16470, 4.66382)
H (0.07032, 8.77190, 4.55292)
H (-1.51457, 7.66349, 3.57314)
H (-1.49289, 6.30417, 4.82658)
H (-3.36940, 7.77279, 5.38972)
H (-2.30838, 9.17932, 5.23957)
H (-2.29794, 7.08158, 7.50850)
H (-2.20734, 8.81406, 7.51031)
O (7.76243, 0.31349, 10.63281)
S (6.87612, 1.43606, 10.24881)
O (6.95670, 2.08243, 8.95389)
C (5.13187, 0.90211, 10.66242)
C (5.08961, 1.13902, 12.16256)
C (5.44604, 2.59659, 12.23439)
C (6.83746, 2.78617, 11.50294)
H (5.09266, -0.11546, 10.27369)
H (4.42481, 1.55990, 10.15696)
H (4.08614, 1.21035, 12.58216)
H (5.67898, 0.41727, 12.72808)
H (5.45458, 2.94799, 13.26618)
H (4.63988, 3.23460, 11.87223)
H (7.65982, 2.63184, 12.20151)
H (7.13561, 3.66279, 10.92784)
O (-1.05509, -1.21180, 8.88303)
S (-2.30117, -0.74801, 9.44450)
O (-3.51331, -1.49444, 9.22516)
C (-1.96307, -0.56159, 11.27975)
C (-2.90243, 0.56905, 11.72770)
C (-2.54570, 1.63686, 10.69960)
C (-2.46848, 1.12862, 9.28076)
H (-0.92478, -0.23478, 11.22271)
H (-1.95148, -1.47493, 11.87455)
H (-3.93792, 0.26437, 11.57592)
H (-2.73226, 0.91316, 12.74787)
H (-1.63839, 2.18202, 10.95978)
H (-3.36634, 2.34833, 10.79161)
H (-1.45202, 1.41046, 9.00604)
H (-3.09870, 1.35679, 8.42118)
C (-2.05095, -0.20842, -1.71404)
C (-1.81466, -0.31843, -0.18116)
O (-0.44687, 0.01269, 0.07305)
C (-0.20969, 0.41014, 1.33414)
O (-1.10821, 0.72075, 2.17151)
O (1.14110, 0.48706, 1.50260)
C (1.64491, 0.88533, 2.82372)
H (-1.13778, -0.15437, -2.30674)
H (-2.62679, 0.69913, -1.89530)
H (-2.52380, -1.11472, -2.09237)
H (-1.97123, -1.37870, 0.01735)
H (-2.62833, 0.13362, 0.38602)
H (1.50800, 1.92210, 3.13107)
H (2.72020, 0.76324, 2.69349)
H (1.21367, 0.22430, 3.57550)
C (-9.78386, -1.12586, -7.99455)
C (-10.63248, -0.46892, -9.14203)
O (-9.88464, -0.43833, -10.31797)
C (-10.45455, -0.32553, -11.47305)
O (-11.69723, -0.13225, -11.62418)
O (-9.60778, -0.52626, -12.40977)
C (-9.93183, -0.49567, -13.74572)
H (-8.70002, -1.11465, -8.10974)
H (-10.00412, -2.19025, -7.91294)
H (-10.02568, -0.75774, -6.99750)
H (-10.71022, 0.54897, -8.75997)
H (-11.64623, -0.86385, -9.20869)
H (-10.49254, -1.39900, -13.98598)
H (-8.99690, -0.44125, -14.30342)
H (-10.56385, 0.36116, -13.97911)
C (-8.13697, -5.73539, -1.28273)
N (-7.68239, -7.09676, -1.62442)
C (-6.71806, -7.39575, -2.51028)
C (-6.32073, -8.79957, -2.73604)
O (-6.16560, -6.44818, -3.15768)
H (-7.40596, -4.92701, -1.26698)
H (-8.57605, -5.62494, -0.29122)
H (-8.89668, -5.37892, -1.97834)
H (-8.27200, -7.78485, -1.17835)
H (-6.54046, -9.11872, -3.75484)
H (-6.97164, -9.41525, -2.11525)
H (-5.30125, -8.89746, -2.36296)

Atomic partial charges in e from the Löwdin method, atoms 1 to 5: O -0.370; S 0.743; O -0.357; C -0.212; C -0.206


[2]
Here is 2 unconnected molecules or ions with the total composition C4H10OP2S4 at a distorted geometry from the Open Molecules 2025 dataset. Energies are from the ωB97M-V functional and the def2-TZVPD basis.

Calculated values
LUMO level	-0.075	Eh
strongest force on any atom	5.11	eV/Å
total charge	0
frontier orbital gap	6.3	eV

Atoms and positions in Å:
C (-2.02560, 2.74326, -0.22657)
C (-1.54367, 1.83684, 0.61012)
C (-1.46646, -2.16717, -0.38653)
C (-1.32810, -1.15949, 0.76777)
O (2.73320, 0.76931, -1.34441)
P (-0.60135, 0.38463, -0.04920)
P (2.73833, -0.04981, 0.02733)
S (-0.51497, 0.45177, -1.97482)
S (2.09459, -1.91945, -0.15220)
S (4.73389, -0.00326, 0.54437)
S (1.81889, 1.10515, 1.36183)
H (-2.56785, 3.51631, 0.21484)
H (-1.70787, 2.79460, -1.22224)
H (-1.62842, 1.93402, 1.61102)
H (-2.44870, -1.84083, -0.75346)
H (-0.55397, -2.05711, -1.01526)
H (-1.52018, -3.29207, -0.04786)
H (-0.63870, -1.68490, 1.45871)
H (-2.24335, -0.94380, 1.14101)
H (2.31641, 0.49952, -2.14570)
H (4.35387, -0.91750, 1.58123)

Atomic partial charges in e from the Löwdin method, atoms 1 to 5: C -0.028; C -0.333; C -0.236; C -0.375; O -0.371


[3]
Here is a molecular structure, C13H11BeF4N2S5 at a distorted geometry from the Open Molecules 2025 dataset. Energies are from the ωB97M-V functional and the def2-TZVPD basis.

Calculated values
LUMO level	0.101	Eh
strongest force on any atom	2.35	eV/Å
total charge	-1
frontier orbital gap	6.9	eV

Atoms and positions in Å:
Be (-0.04266, 0.15718, -0.41931)
C (-2.37736, -0.93032, -1.65571)
N (-1.15203, -1.26724, -0.88229)
C (-0.36776, -2.33251, -1.55946)
C (-1.54772, -1.64767, 0.45612)
C (-0.29744, -1.80439, 1.32156)
N (0.61436, -0.73978, 0.80082)
C (1.55204, -0.20962, 1.63112)
C (2.83972, 0.10500, 1.08919)
F (3.19732, -0.38505, -0.13415)
C (3.82185, 0.74428, 1.85548)
F (5.07040, 0.92747, 1.32025)
C (3.58376, 1.18975, 3.14751)
C (2.36788, 0.82156, 3.69746)
F (2.05923, 1.12318, 4.96677)
C (1.36743, 0.19652, 2.95528)
F (0.14495, 0.09347, 3.49534)
H (-3.12729, -1.73917, -1.69094)
H (-2.84393, -0.10478, -1.16780)
H (-1.98581, -0.64234, -2.65658)
H (-0.93134, -3.31778, -1.62875)
H (-0.20169, -1.97695, -2.56728)
H (0.60268, -2.43493, -1.01093)
H (-2.08832, -0.77128, 0.81917)
H (-2.18712, -2.58861, 0.40890)
H (-0.57706, -1.72403, 2.37437)
H (0.14587, -2.82157, 1.20854)
H (4.31656, 1.65793, 3.78756)
S (-3.45171, 4.11982, -4.66032)
C (-2.40350, 3.38885, -3.64682)
S (-2.69058, 3.43439, -1.96368)
C (-1.37412, 2.33195, -1.42707)
C (-0.58399, 1.93464, -2.40947)
S (0.84431, 0.88451, -2.12660)
S (-0.96956, 2.48513, -3.99274)
S (-1.32733, 1.84243, 0.26448)

Atomic partial charges in e from the Löwdin method, atoms 1 to 5: Be -0.191; C -0.061; N -0.335; C -0.074; C -0.222


[4]
Here is a molecular structure, C3H5BiLiO4 at a distorted geometry from the Open Molecules 2025 dataset. Energies are from the ωB97M-V functional and the def2-TZVPD basis.

Calculated values
LUMO level	-0.231	Eh
strongest force on any atom	4.76	eV/Å
total charge	+1
frontier orbital gap	7.3	eV

Atoms and positions in Å:
Li (-1.63486, 0.09825, 1.73738)
Bi (-0.17221, -2.04472, 0.38940)
O (0.76118, -0.58226, 2.12196)
O (1.75053, -0.64522, -0.12006)
O (0.05649, 0.81488, 0.28792)
C (-0.65025, 0.49276, -0.96145)
C (-1.32529, -0.86644, -1.01388)
C (1.31372, 0.30122, 0.62561)
H (-1.39918, 1.30036, -0.93932)
H (0.11021, 0.63567, -1.74164)
H (-1.25852, -1.24776, -2.04578)
H (-2.39861, -0.74960, -0.76943)
O (2.05453, 1.39617, 0.94236)
H (2.79226, 1.09670, 1.48692)

Atomic partial charges in e from the Löwdin method, atoms 1 to 5: Li 0.787; Bi 1.766; O -0.461; O -0.117; O -0.207


> strongest force on any atom of number 3 (C13H11BeF4N2S5)?

2.35 eV/Å